{"formula": "C32H56IN6O4RuSi2Te", "method": "ωB97M-V/def2-TZVPD", "total_charge": 2, "gap_ev": [6.23, 3.62], "s2": 8.782, "relative_energy_kj_mol": 6.3, "e_homo_ev": [-12.0, -12.0], "largest_force_ev_per_a": 0.9, "multiplicity": 6, "energy_ha": -3121.4415, "elements": ["Ru", "C", "C", "N", "C", "C", "C", "O", "C", "C", "N", "C", "C", "C", "C", "C", "C", "I", "C", "O", "H", "H", "H", "H", "H", "H", "H", "H", "H", "H", "H", "H", "C", "O", "C", "C", "O", "C", "H", "H", "H", "H", "H", "H", "H", "H", "H", "H", "C", "Si", "C", "C", "C", "Te", "C", "Si", "C", "C", "C", "H", "H", "H", "H", "H", "H", "H", "H", "H", "H", "H", "H", "H", "H", "H", "H", "H", "H", "H", "H", "H", "H", "C", "N", "C", "N", "C", "N", "C", "N", "C", "C", "H", "H", "H", "H", "H", "H", "H", "H", "H", "H", "H", "H"], "coordinates": [[1.79, -0.61, 0.86], [3.29, -3.29, -2.76], [1.90, -3.61, -2.35], [1.13, -4.30, -3.15], [-0.12, -4.57, -2.77], [-0.70, -4.18, -1.52], [-2.12, -4.58, -1.24], [-2.81, -3.48, -0.66], [0.06, -3.44, -0.66], [-0.46, -3.07, 0.67], [-0.17, -2.00, 1.29], [-0.85, -1.82, 2.54], [-2.24, -1.95, 2.61], [-2.91, -1.74, 3.80], [-2.20, -1.42, 4.95], [-0.82, -1.29, 4.91], [-0.18, -1.48, 3.69], [1.90, -1.30, 3.62], [1.41, -3.10, -1.06], [2.19, -2.42, -0.35], [3.46, -3.64, -3.77], [4.00, -3.76, -2.07], [3.47, -2.21, -2.70], [-0.71, -5.14, -3.48], [-2.12, -5.44, -0.55], [-2.59, -4.91, -2.17], [-3.73, -3.74, -0.53], [-1.13, -3.79, 1.13], [-2.77, -2.22, 1.71], [-3.98, -1.83, 3.83], [-2.72, -1.27, 5.89], [-0.25, -1.07, 5.80], [0.87, 0.09, -2.46], [1.60, 0.59, -1.33], [1.63, 2.01, -1.24], [0.66, 2.49, -0.20], [0.67, 1.59, 0.93], [0.80, 2.24, 2.21], [1.32, 0.45, -3.39], [-0.18, 0.40, -2.41], [0.93, -1.00, -2.43], [1.41, 2.46, -2.21], [2.65, 2.28, -0.98], [-0.36, 2.51, -0.59], [0.93, 3.50, 0.12], [1.39, 3.15, 2.12], [1.31, 1.55, 2.88], [-0.18, 2.48, 2.61], [-5.21, 3.47, 2.48], [-3.85, 3.20, 1.23], [-2.41, 4.32, 1.64], [-4.40, 3.51, -0.52], [-3.31, 1.40, 1.48], [-2.32, 0.41, -0.14], [-4.06, 0.02, -1.32], [-3.74, 0.08, -3.19], [-5.38, -0.01, -4.05], [-2.83, 1.65, -3.65], [-2.67, -1.42, -3.55], [-5.49, 4.52, 2.53], [-4.89, 3.16, 3.47], [-6.10, 2.90, 2.22], [-2.74, 5.36, 1.57], [-1.57, 4.21, 0.94], [-2.04, 4.17, 2.65], [-4.37, 4.58, -0.73], [-5.43, 3.18, -0.69], [-3.75, 3.01, -1.24], [-4.17, 0.79, 1.73], [-2.62, 1.34, 2.33], [-4.83, 0.72, -1.01], [-4.39, -0.99, -1.07], [-6.00, 0.85, -3.79], [-5.93, -0.91, -3.78], [-5.25, -0.01, -5.13], [-3.54, 2.45, -3.89], [-2.21, 1.50, -4.54], [-2.19, 2.00, -2.84], [-3.29, -2.31, -3.67], [-1.97, -1.61, -2.72], [-2.09, -1.30, -4.47], [4.63, -0.21, -0.24], [6.00, 0.24, -0.34], [6.80, -0.45, 0.68], [6.28, -0.19, 2.02], [4.91, -0.63, 2.11], [4.04, 0.06, 1.12], [4.17, 1.53, 1.39], [5.53, 1.99, 1.28], [6.04, 1.68, -0.06], [6.35, 1.26, 2.26], [4.59, -1.29, -0.40], [4.02, 0.28, -0.99], [7.83, -0.11, 0.61], [6.77, -1.53, 0.49], [4.54, -0.41, 3.12], [4.86, -1.71, 1.93], [3.81, 1.71, 2.41], [3.54, 2.08, 0.70], [7.07, 2.03, -0.14], [5.43, 2.20, -0.81], [5.99, 1.48, 3.27], [7.38, 1.58, 2.17]]}

***

{"formula": "C9H15IS", "method": "ωB97M-V/def2-TZVPD", "total_charge": 0, "gap_ev": 8.90, "relative_energy_kj_mol": 166.0, "e_homo_ev": -8.4, "largest_force_ev_per_a": 5.0, "energy_ha": -1047.6873, "elements": ["C", "C", "C", "C", "C", "C", "C", "C", "C", "S", "I", "H", "H", "H", "H", "H", "H", "H", "H", "H", "H", "H", "H", "H", "H", "H"], "coordinates": [[1.26, 1.63, 1.15], [0.33, 2.10, 1.98], [0.86, 1.71, -0.24], [1.52, 1.11, -1.25], [-0.42, 2.52, -0.26], [-0.73, 2.88, 1.22], [-2.18, 2.38, 1.30], [0.65, -4.31, -1.85], [0.04, -4.17, -0.39], [-0.58, -2.48, -0.16], [1.45, -4.62, 1.17], [2.10, 1.07, 1.61], [0.22, 2.15, 3.00], [1.13, 1.09, -2.24], [2.39, 0.68, -1.10], [-0.27, 3.38, -1.08], [-1.35, 1.99, -0.66], [-0.80, 4.00, 1.34], [-2.71, 2.25, 0.45], [-2.78, 2.91, 2.03], [-2.20, 1.37, 1.66], [1.38, -3.50, -2.08], [-0.07, -4.41, -2.51], [1.28, -5.13, -2.04], [-0.85, -4.74, -0.11], [0.34, -1.85, -0.96]]}

***

{"formula": "C4H9O2", "method": "ωB97M-V/def2-TZVPD", "total_charge": -1, "gap_ev": 8.09, "relative_energy_kj_mol": 58.1, "e_homo_ev": -4.0, "largest_force_ev_per_a": 2.1, "energy_ha": -308.3228, "elements": ["C", "C", "H", "H", "H", "H", "H", "H", "C", "C", "O", "O", "H", "H", "H"], "coordinates": [[0.04, 1.70, 0.19], [-1.33, 1.85, 0.93], [0.83, 2.12, 0.83], [0.20, 0.61, 0.01], [-0.07, 2.31, -0.71], [-1.09, 1.86, 1.98], [-2.00, 1.03, 0.65], [-1.74, 2.87, 0.77], [1.06, -2.24, -0.10], [0.24, -1.77, -1.38], [0.02, -2.68, -2.21], [-0.03, -0.55, -1.38], [2.09, -2.37, -0.43], [0.63, -3.22, 0.18], [1.15, -1.52, 0.67]]}

***

{"formula": "C2H4O2S", "method": "ωB97M-V/def2-TZVPD", "total_charge": 0, "gap_ev": 9.74, "relative_energy_kj_mol": 281.7, "e_homo_ev": -9.8, "largest_force_ev_per_a": 2.7, "energy_ha": -627.1769, "elements": ["C", "C", "O", "O", "S", "H", "H", "H", "H"], "coordinates": [[-1.21, -1.17, 0.39], [1.71, 0.87, -0.46], [-1.28, -0.71, -0.70], [2.88, -1.15, 0.40], [1.84, -0.73, -0.49], [-2.08, -1.58, 0.77], [-0.26, -1.17, 0.94], [2.25, 1.58, 0.11], [0.80, 1.20, -0.98]]}

***

{"formula": "C35H34BrFIN5O14P2SZr", "method": "ωB97M-V/def2-TZVPD", "total_charge": 0, "gap_ev": 2.04, "relative_energy_kj_mol": 400.1, "e_homo_ev": -4.2, "largest_force_ev_per_a": 1.9, "energy_ha": -6781.0896, "elements": ["Zr", "O", "N", "N", "O", "C", "C", "C", "C", "C", "C", "H", "H", "H", "H", "H", "O", "P", "O", "O", "O", "P", "O", "O", "O", "H", "H", "C", "C", "N", "C", "C", "C", "O", "O", "C", "O", "C", "C", "C", "F", "C", "C", "C", "N", "C", "C", "N", "C", "C", "H", "H", "H", "H", "H", "H", "H", "H", "H", "H", "H", "H", "H", "H", "H", "H", "H", "H", "Br", "C", "C", "C", "C", "C", "C", "I", "H", "H", "H", "H", "O", "C", "O", "C", "C", "C", "C", "S", "C", "C", "H", "H", "H", "H", "H"], "coordinates": [[-0.23, -1.68, 0.97], [-0.19, -3.25, 2.24], [-1.31, -3.90, 2.22], [-2.28, -3.39, 1.57], [-2.24, -2.19, 0.96], [-3.49, -4.19, 1.45], [-4.60, -3.58, 0.90], [-5.77, -4.32, 0.75], [-5.81, -5.65, 1.14], [-4.67, -6.24, 1.68], [-3.50, -5.52, 1.83], [-4.55, -2.54, 0.61], [-6.65, -3.85, 0.32], [-6.72, -6.22, 1.02], [-4.70, -7.29, 1.97], [-2.60, -5.97, 2.23], [3.43, -2.17, -1.51], [2.03, -1.59, -1.10], [2.02, -0.12, -1.24], [1.61, -2.22, 0.25], [1.00, -2.29, -2.18], [-0.51, -2.42, -1.62], [-1.32, -2.75, -2.94], [-0.86, -1.04, -1.02], [-0.61, -3.47, -0.58], [3.96, -1.50, -1.96], [-0.92, -2.32, -3.72], [-2.21, 5.57, 2.31], [-3.17, 4.59, 1.65], [-2.47, 3.37, 1.19], [-2.59, 2.23, 1.91], [-1.78, 1.15, 1.78], [-2.05, -0.11, 2.60], [-3.17, -0.31, 3.02], [-0.99, -0.83, 2.77], [-0.67, 1.23, 0.88], [0.25, 0.39, 0.86], [-0.66, 2.36, -0.02], [0.28, 2.37, -1.05], [0.27, 3.41, -1.92], [1.18, 3.48, -2.91], [-0.65, 4.45, -1.83], [-1.56, 4.46, -0.80], [-1.57, 3.40, 0.13], [-0.64, 5.54, -2.77], [-0.76, 5.15, -4.17], [-1.16, 6.37, -4.97], [-0.10, 7.44, -4.77], [0.09, 7.77, -3.30], [0.45, 6.49, -2.58], [-2.75, 6.47, 2.62], [-1.41, 5.87, 1.62], [-1.75, 5.12, 3.19], [-3.69, 5.05, 0.81], [-3.91, 4.27, 2.37], [-3.41, 2.20, 2.63], [0.99, 1.52, -1.13], [-2.26, 5.28, -0.76], [-1.53, 4.39, -4.27], [0.17, 4.74, -4.58], [-2.10, 6.77, -4.61], [-1.24, 6.16, -6.03], [-0.33, 8.27, -5.30], [0.79, 7.07, -5.12], [-0.86, 8.15, -2.92], [0.86, 8.54, -3.21], [0.57, 6.69, -1.51], [1.41, 6.11, -2.96], [0.62, -2.16, 5.47], [2.38, -1.55, 5.64], [3.01, -1.69, 6.87], [4.31, -1.27, 7.05], [5.00, -0.70, 5.99], [4.38, -0.55, 4.76], [3.07, -0.97, 4.58], [2.28, -0.75, 2.66], [2.45, -2.14, 7.69], [4.79, -1.38, 8.01], [6.03, -0.37, 6.11], [4.90, -0.11, 3.92], [3.96, -5.20, -5.15], [4.60, -4.87, -3.98], [5.73, -4.46, -4.05], [3.83, -5.06, -2.73], [2.45, -5.28, -2.69], [1.77, -5.41, -1.49], [2.44, -5.31, -0.24], [1.59, -5.36, 1.25], [3.86, -5.12, -0.31], [4.52, -4.99, -1.51], [3.08, -5.53, -4.94], [1.86, -5.30, -3.61], [0.70, -5.56, -1.49], [4.40, -5.05, 0.63], [5.59, -4.82, -1.54]]}

***

{"formula": "C5H10N2S", "method": "ωB97M-V/def2-TZVPD", "total_charge": 0, "smiles": "N[C@@H]1[C@H]2NC[C@@H](S)[C@@H]12", "gap_ev": 9.51, "relative_energy_kj_mol": 155.3, "e_homo_ev": -8.6, "largest_force_ev_per_a": 1.8, "energy_ha": -704.1646, "elements": ["N", "C", "C", "N", "C", "C", "S", "C", "H", "H", "H", "H", "H", "H", "H", "H", "H", "H"], "coordinates": [[2.20, -1.54, -0.28], [1.06, -0.66, -0.41], [0.98, 0.64, 0.33], [0.27, 1.79, -0.29], [-1.13, 1.32, -0.54], [-1.33, 0.11, 0.39], [-2.63, -1.00, -0.24], [0.03, -0.48, 0.68], [2.95, -1.25, -0.90], [1.92, -2.52, -0.42], [0.61, -0.55, -1.41], [1.82, 0.93, 0.95], [0.25, 2.50, 0.44], [-1.84, 2.17, -0.30], [-1.28, 1.09, -1.61], [-1.64, 0.51, 1.40], [-2.38, -2.03, 0.62], [0.16, -1.04, 1.58]]}